No. 1
DFT (the ωB97M-V functional and the def2-TZVPD basis) results for a cluster of 5 separate species, C32H35NO18P in total at a distorted geometry.

```
87
Properties=species:S:1:pos:R:3:forces:R:3:mulliken_charge:R:1
C 0.60724 -0.88346 0.99024 -0.22 -0.64 0.25 -0.73
C 0.46218 -1.96691 -0.05854 0.75 0.30 -0.74 -0.46
O -0.40920 -1.60848 -1.11075 -0.27 -0.39 0.03 -0.46
C 0.31585 -1.16780 -2.25727 -0.06 0.79 0.11 -0.19
C -0.62813 -0.60170 -3.30020 -0.36 -0.43 0.10 -0.54
O -0.01138 -0.49543 -4.55030 0.08 -0.08 -0.01 -0.46
N 0.52816 0.83515 -4.78109 0.48 1.03 -0.92 -0.21
P 2.14994 0.84479 -4.31621 -0.22 -1.11 1.48 0.00
C 3.24412 -0.26481 -5.37363 -0.36 0.16 -0.48 -0.72
C 4.09451 -1.14422 -4.46996 0.17 0.18 -0.03 -1.08
C 2.64802 2.57585 -4.61190 -0.35 0.04 -0.10 -0.40
C 1.84856 3.45299 -3.64353 0.24 0.42 -0.50 -1.27
H -0.23021 -0.95122 1.67955 -0.16 0.34 0.14 0.14
H 0.66934 0.10603 0.55312 -0.08 0.13 -0.19 0.28
H 1.51737 -1.05826 1.55688 0.09 0.03 0.19 0.36
H 1.45334 -2.13163 -0.48635 0.16 -0.16 -0.08 0.34
H 0.16822 -2.92872 0.35910 -0.33 -0.01 0.21 0.31
H 1.00163 -0.37608 -1.96255 0.33 -0.01 0.01 0.27
H 0.88975 -1.96840 -2.72640 0.06 -0.28 0.13 0.12
H -1.45825 -1.30850 -3.40267 -0.13 -0.09 -0.06 0.32
H -1.03973 0.35544 -2.98426 0.02 0.21 0.01 0.25
H 2.55530 -0.89115 -5.93860 -0.17 0.00 -0.14 0.28
H 3.85501 0.26396 -6.10827 0.11 0.17 -0.03 0.41
H 3.47940 -1.83970 -3.90717 -0.18 -0.06 0.11 0.19
H 4.83480 -1.72653 -5.01953 0.11 -0.03 -0.10 0.37
H 4.60401 -0.51797 -3.74132 0.22 -0.02 0.17 0.34
H 3.69556 2.67790 -4.33989 0.27 -0.19 -0.14 0.38
H 2.53397 2.90552 -5.64534 -0.12 -0.02 -0.12 0.26
H 0.78928 3.22432 -3.67155 -0.12 -0.10 0.06 0.22
H 2.22775 3.31288 -2.63756 -0.09 -0.05 0.27 0.44
H 1.98535 4.50175 -3.91808 -0.04 0.17 0.13 0.33
C -1.14061 3.62807 3.65471 -0.01 0.21 -0.01 -0.89
C -0.68673 2.37074 3.70131 -0.32 0.12 0.03 -0.15
C 0.71348 2.00918 3.29641 0.45 0.25 -0.27 1.17
O 1.04448 0.84390 3.38042 -0.14 -0.05 0.25 -0.59
C 1.58604 3.06985 2.81620 0.00 -0.20 0.07 -1.09
C 1.13334 4.32854 2.76653 0.28 -0.10 -0.11 0.40
C -0.26007 4.69127 3.19606 -0.39 -0.21 0.15 1.06
O -0.58835 5.86180 3.13939 0.17 0.09 -0.06 -0.63
O 1.86933 5.34827 2.34003 -0.15 0.11 0.07 -0.59
O -1.42613 1.34540 4.10838 0.19 -0.24 -0.08 -0.35
H -2.14621 3.89572 3.94615 -0.01 -0.02 0.00 0.46
H 2.58538 2.79822 2.50752 0.00 0.02 -0.02 0.46
H 1.29827 6.13813 2.40601 0.01 -0.01 -0.02 0.36
H -0.84741 0.55331 4.06001 0.19 0.12 0.10 0.35
C -1.56271 5.54256 -5.68645 -0.07 0.52 -0.12 -0.90
C -0.89782 4.41470 -6.00679 -0.28 -0.43 0.51 0.48
C 0.18432 4.41923 -7.05976 -0.06 0.13 0.02 1.01
O 0.73091 3.36844 -7.29029 0.24 -0.20 -0.30 -0.55
C 0.49790 5.67567 -7.73275 0.05 -0.10 -0.02 -1.18
C -0.17060 6.78327 -7.40054 0.23 -0.05 -0.22 0.38
C -1.24069 6.78607 -6.34681 -0.27 -0.55 0.43 1.06
O -1.78430 7.85502 -6.10465 0.05 0.29 -0.17 -0.68
O 0.04843 7.96983 -7.96924 -0.09 0.12 0.06 -0.61
O -1.14405 3.26409 -5.41644 0.12 0.57 -0.58 -0.56
H -2.33844 5.56023 -4.93465 0.01 -0.05 0.03 0.44
H 1.26746 5.66370 -8.49156 0.01 0.01 0.01 0.43
H -0.57474 8.58261 -7.53085 -0.02 -0.04 0.05 0.36
H -0.52126 2.56519 -5.74340 0.22 -0.59 0.48 0.22
C -4.55276 -1.80880 6.48729 -0.10 -0.12 0.19 -0.92
C -3.47953 -1.27656 5.88385 -0.28 0.01 -0.11 0.30
C -2.08931 -1.44959 6.43890 0.18 -0.27 0.37 0.95
O -1.15721 -0.96346 5.82597 -0.10 0.06 -0.22 -0.51
C -1.92977 -2.19340 7.67764 0.13 0.14 -0.13 -1.10
C -3.00418 -2.71862 8.27796 0.30 -0.04 0.11 0.40
C -4.38837 -2.56908 7.71108 -0.24 0.23 -0.42 1.10
O -5.30541 -3.09486 8.31635 0.09 -0.09 0.20 -0.64
O -2.93865 -3.40942 9.40947 -0.18 -0.02 0.00 -0.59
O -3.56105 -0.57221 4.76865 0.25 -0.07 0.07 -0.55
H -5.55325 -1.69416 6.09595 0.01 0.01 -0.04 0.46
H -0.93091 -2.29978 8.07611 0.00 -0.02 0.01 0.46
H -3.85818 -3.67308 9.61260 0.00 -0.01 -0.02 0.37
H -2.65121 -0.28995 4.54855 -0.27 0.13 -0.04 0.32
C 1.43115 -6.61036 2.41686 0.04 -0.20 -0.11 -0.92
C 0.68906 -5.81489 3.19965 0.37 0.02 -0.16 0.35
C -0.69871 -6.20226 3.63550 -0.32 -0.37 -0.07 1.03
O -1.31019 -5.44469 4.36443 0.20 0.26 0.05 -0.58
C -1.24052 -7.46826 3.16641 -0.04 0.16 0.11 -1.12
C -0.49837 -8.25752 2.38109 -0.31 -0.06 0.08 0.45
C 0.89574 -7.88202 1.96455 0.32 0.39 0.05 1.05
O 1.50751 -8.66921 1.26660 -0.13 -0.18 -0.03 -0.63
O -0.92427 -9.42410 1.91263 0.17 -0.04 -0.07 -0.58
O 1.13090 -4.64652 3.64570 -0.35 -0.02 0.17 -0.56
H 2.42914 -6.34338 2.10005 0.00 0.04 0.01 0.43
H -2.24278 -7.73081 3.47325 0.00 -0.01 -0.01 0.41
H -0.18793 -9.77984 1.37634 -0.01 0.01 0.00 0.36
H 0.40809 -4.27185 4.18566 0.04 0.07 -0.02 0.30
```
Positions in Å, forces in eV/Å.

- total charge = -1
- HOMO-LUMO gap (eV) = 2.046
- E (Ha) = -2990.72308

***

No. 2
DFT (the ωB97M-V functional and the def2-TZVPD basis) results for a structure of composition C32H36GeMnN4O2S at a distorted geometry.

```
77
Properties=species:S:1:pos:R:3:forces:R:3:lowdin_spin:R:1
Mn 0.27869 0.01931 -0.22787 -0.69 1.13 -0.58 3.34
C -2.21253 0.74654 -2.99942 0.14 -0.01 0.13 0.00
C -0.95359 0.89639 -3.79359 0.39 -0.34 0.12 0.00
C -0.93811 1.59382 -4.99086 0.02 0.05 -0.05 0.00
C 0.22599 1.72092 -5.72848 -0.03 0.10 0.01 0.00
C 1.41052 1.19712 -5.24239 -0.04 0.00 0.01 0.00
C 1.44104 0.51006 -4.04202 -0.37 0.06 0.31 0.00
C 2.73847 0.02729 -3.46694 -0.05 -0.02 0.04 0.00
C 0.23870 0.32468 -3.33325 -0.16 0.48 -1.12 0.00
N 0.28536 -0.49086 -2.18614 -0.02 -0.09 0.60 -0.03
C 0.60604 -1.77652 -2.47676 -0.40 -0.03 -0.34 0.01
O 0.51800 -2.32948 -3.56301 0.24 -0.17 0.46 0.02
C 1.19951 -2.45084 -1.28048 0.19 -0.05 -0.12 0.01
C 1.86502 -3.66764 -1.30032 -0.25 0.26 0.00 0.00
C 2.51641 -4.08754 -0.15147 -0.18 0.17 0.07 0.01
C 2.49860 -3.27320 0.97197 -0.16 0.29 -0.01 0.00
C 1.81911 -2.06515 0.90850 0.18 -0.15 0.04 0.01
N 1.18426 -1.66997 -0.19852 0.95 -1.59 0.14 -0.04
C 1.81398 -1.01187 1.97523 0.31 -0.11 0.37 0.01
O 2.43055 -1.13541 3.02410 -0.25 -0.20 -0.45 0.02
N 1.12014 0.07029 1.55437 -0.21 -0.01 -0.06 -0.02
C 1.22934 1.20542 2.40120 0.09 0.69 0.32 0.01
C 0.47729 1.29363 3.57925 0.04 -0.05 -0.19 0.00
C -0.36808 0.13942 4.01671 0.09 0.03 -0.06 0.00
C 0.57690 2.43874 4.35246 -0.05 -0.04 0.03 0.00
C 1.41183 3.47687 3.98436 0.09 0.03 -0.05 0.00
C 2.20291 3.35305 2.85941 -0.08 -0.01 0.04 0.00
C 2.14121 2.21386 2.06836 -0.15 -0.17 -0.22 0.00
C 3.08689 2.06878 0.91212 0.15 -0.24 -0.08 0.00
H -2.98513 1.41474 -3.37127 -0.07 0.05 0.03 0.00
H -2.01598 0.96674 -1.94628 -0.18 0.03 -0.10 0.00
H -2.58378 -0.27560 -3.06083 -0.08 -0.13 0.05 0.00
H -1.85461 2.04222 -5.34973 -0.08 0.02 -0.03 0.00
H 0.21727 2.25311 -6.66830 -0.02 0.05 -0.07 0.00
H 2.32817 1.32617 -5.79773 0.11 0.04 -0.05 0.00
H 3.57251 0.56712 -3.90956 0.07 -0.03 -0.03 0.00
H 2.87706 -1.03969 -3.64596 0.08 -0.08 -0.03 0.00
H 2.75621 0.19014 -2.38496 0.06 0.03 -0.05 0.00
H 1.86831 -4.23931 -2.21519 -0.05 0.00 -0.09 0.00
H 3.03052 -5.03618 -0.13132 0.09 -0.05 -0.01 0.00
H 3.00821 -3.53771 1.88544 0.02 0.07 0.09 0.00
H -0.91009 -0.27985 3.17056 -0.07 -0.05 0.05 0.00
H -1.06754 0.43096 4.79624 -0.11 0.02 0.00 0.00
H 0.27981 -0.64277 4.41506 -0.03 -0.11 0.00 0.00
H 0.00489 2.51361 5.26510 -0.13 -0.02 0.10 0.00
H 1.46166 4.37085 4.58540 0.02 0.12 0.10 0.00
H 2.89012 4.14070 2.58888 0.08 0.10 -0.04 0.00
H 3.15383 2.99576 0.34420 0.01 -0.08 -0.02 0.00
H 2.77577 1.27002 0.23076 0.19 0.31 0.13 0.00
H 4.08261 1.81621 1.28350 0.05 0.01 0.05 0.00
S 0.91484 2.51691 -1.50580 0.00 -0.29 0.42 0.04
C -0.40278 2.78955 -0.46237 0.97 -0.31 -0.54 0.01
C -0.99164 4.05415 -0.29345 -0.44 0.07 0.31 0.00
C -1.95060 4.21893 0.67126 0.31 -0.07 -0.32 0.01
C -2.33439 3.10900 1.42786 -0.06 -0.44 0.15 0.00
C -1.76087 1.88722 1.16641 -0.45 0.05 0.33 0.00
N -0.81819 1.70232 0.23055 -0.24 0.45 -0.05 -0.02
H -0.65413 4.86135 -0.92333 0.08 0.06 0.00 0.00
H -2.39439 5.18749 0.84941 -0.06 0.06 0.00 0.00
H -3.08115 3.19468 2.19874 -0.07 -0.05 0.12 0.00
H -2.06682 1.00968 1.71943 0.02 -0.04 0.06 0.00
C -3.86645 -3.10016 0.14418 0.58 0.29 0.12 -0.03
Ge -2.16230 -2.61673 1.07542 -0.07 -0.49 0.46 -0.02
C -2.65813 -2.29686 2.98208 0.25 -0.03 -0.63 0.00
C -0.95475 -4.19713 1.03839 -0.29 0.55 -0.02 0.00
C -1.51628 -1.10186 -0.05057 -1.02 -0.55 0.10 -0.30
H -4.39526 -3.86972 0.69606 0.01 -0.15 0.19 0.00
H -3.66929 -3.47534 -0.85513 0.07 -0.04 -0.16 0.00
H -4.52391 -2.23957 0.05772 -0.04 0.15 0.01 0.00
H -3.33929 -3.09237 3.27135 -0.11 -0.14 -0.03 0.00
H -3.16749 -1.35074 3.13373 -0.05 0.16 -0.01 0.00
H -1.79638 -2.34284 3.63890 0.14 0.04 0.05 0.00
H -1.50929 -5.08058 1.34257 -0.11 -0.07 0.04 0.00
H -0.12184 -4.06784 1.72406 0.05 0.03 0.08 0.00
H -0.56209 -4.36931 0.04020 0.01 -0.02 -0.12 0.00
H -2.32425 -0.36009 0.01818 0.45 0.13 -0.10 -0.01
H -1.62712 -1.55509 -1.04639 0.30 0.34 0.12 -0.01
```
Positions in Å, forces in eV/Å.

- total charge = 0
- ΔE to the lowest compared entry with this formula, charge and spin (kcal per mole) = 14.0
- HOMO-LUMO gap (alpha / beta) (eV) = 5.336 / 5.978
- multiplicity = 4
- expectation value of S² = 4.101
- E (Ha) = -5236.63868

***

No. 3
DFT (the ωB97M-V functional and the def2-TZVPD basis) results for a structure of composition C32H36I2N8O2Sc at a distorted geometry.

```
81
Properties=species:S:1:pos:R:3:forces:R:3:mulliken_charge:R:1
Sc 0.23668 0.50302 0.04231 0.86 -0.09 -0.78 -0.73
I 3.55301 5.93930 4.55887 0.07 0.08 0.07 0.10
C 2.39805 4.69123 3.36645 -0.09 0.02 -0.11 -0.52
C 1.51364 5.23672 2.44634 0.03 -0.13 0.01 -0.37
C 0.75516 4.39307 1.64505 0.09 0.21 0.06 -0.36
I -0.59593 5.23759 0.30684 -0.03 -0.06 -0.03 0.05
C 0.87096 3.00650 1.74069 -0.33 -0.26 -0.32 -0.10
O 0.18334 2.17160 0.96797 0.07 1.02 0.39 -0.21
C 1.74280 2.47657 2.69376 0.23 -0.10 0.25 0.72
C 1.79623 0.98385 2.86065 0.06 0.02 -0.06 -1.00
N 2.16431 0.28128 1.60261 -0.23 0.13 -0.06 0.22
C 3.48124 0.66395 1.09136 -0.01 -0.01 0.06 -1.30
C 3.42969 1.22868 -0.30336 -0.12 -0.18 -0.03 0.99
C 4.47940 1.98006 -0.80692 0.09 0.01 -0.01 -1.12
C 4.49467 2.29388 -2.15261 0.09 0.05 -0.02 -0.51
C 3.46880 1.83220 -2.96441 -0.02 -0.02 -0.04 -0.85
C 2.43981 1.12705 -2.37511 0.03 -0.04 0.07 -0.64
N 2.39598 0.85103 -1.06492 -0.16 0.16 0.01 0.99
C 2.50689 3.31529 3.49258 -0.02 -0.10 -0.01 -0.58
H 1.41282 6.30873 2.34923 0.00 -0.01 0.01 0.39
H 0.81972 0.59746 3.15123 -0.06 0.00 0.00 0.26
H 2.50560 0.73838 3.65481 0.05 -0.01 0.03 0.51
H 2.15430 -0.71018 1.80454 -0.02 -0.01 0.03 0.10
H 4.11952 -0.22210 1.04240 0.07 -0.01 -0.01 0.51
H 3.97872 1.36859 1.75864 -0.02 0.04 0.03 0.38
H 5.27859 2.29309 -0.14754 0.00 0.00 -0.02 0.50
H 5.30746 2.87536 -2.56869 -0.02 -0.01 0.00 0.45
H 3.45699 2.02318 -4.02885 0.01 0.00 0.03 0.48
H 1.60836 0.76134 -2.96403 -0.01 0.00 0.01 0.47
H 3.17947 2.88525 4.22622 -0.01 0.03 -0.02 0.44
C -4.25390 0.65087 -0.97954 -0.05 0.05 -0.09 -2.10
C -2.77916 0.86996 -0.91624 0.07 0.20 -0.21 0.41
N -1.99053 0.28239 -0.10334 -0.22 -0.40 0.44 1.79
N -2.53622 -0.63752 0.77950 -0.05 0.23 -0.25 -1.23
C -1.59913 -1.14508 1.52586 0.38 -0.18 0.31 0.24
O -0.32853 -0.85716 1.41940 -0.65 -0.36 0.20 0.56
C -1.99370 -2.11817 2.57772 0.08 0.00 -0.11 0.57
C -3.33338 -2.34599 2.88566 -0.02 -0.03 -0.01 -0.50
C -3.67205 -3.26538 3.86530 0.02 0.01 -0.01 -0.74
C -2.67898 -3.96301 4.54348 0.00 0.01 -0.01 -0.45
C -1.34262 -3.73719 4.24241 -0.03 0.04 -0.04 -0.98
C -1.00274 -2.81408 3.26317 0.02 -0.05 0.11 -0.24
C -2.12338 1.85134 -1.82159 -0.11 -0.12 0.15 0.93
C -2.88023 2.66561 -2.64422 -0.07 0.14 -0.11 -0.98
C -2.24503 3.62840 -3.41649 -0.11 -0.01 -0.02 -0.75
C -0.87670 3.76308 -3.31370 0.07 0.04 -0.02 -1.05
C -0.19284 2.90625 -2.46493 -0.03 -0.06 0.06 -0.35
N -0.78216 1.94282 -1.76156 0.12 -0.13 0.15 0.74
H -4.54260 -0.16139 -0.32386 0.02 -0.03 0.03 0.36
H -4.56328 0.42492 -2.00317 0.00 0.00 0.04 0.39
H -4.78111 1.55776 -0.67189 0.02 -0.03 0.00 0.45
H -4.09782 -1.79513 2.35540 0.01 -0.01 0.01 0.45
H -4.71371 -3.43650 4.10510 0.02 0.00 0.00 0.42
H -2.94817 -4.67761 5.31137 0.01 0.02 -0.03 0.40
H -0.56774 -4.27430 4.77428 -0.01 0.01 -0.01 0.43
H 0.03607 -2.61978 3.02962 -0.02 0.00 0.00 0.43
H -3.95546 2.56121 -2.66633 0.03 0.02 -0.03 0.52
H -2.82005 4.27398 -4.06758 0.01 -0.01 0.01 0.45
H -0.33637 4.52505 -3.85893 -0.02 -0.03 0.02 0.46
H 0.87453 3.01804 -2.33300 0.00 -0.02 -0.02 0.57
C 1.75621 -2.77997 -0.24962 -0.01 -0.06 0.01 -0.83
N 0.54447 -3.22509 -0.91131 -0.02 -0.03 0.05 0.11
C -0.14281 -4.32034 -0.22882 0.07 0.05 -0.09 -1.04
C -0.13541 -2.35260 -1.70830 0.06 0.05 0.21 0.48
N 0.10257 -1.06790 -1.62126 -0.07 0.06 -0.28 0.22
N -1.04647 -2.88775 -2.56598 -0.04 -0.09 -0.04 0.16
C -2.04710 -2.03708 -3.18040 0.05 -0.01 -0.02 -0.95
C -0.82733 -4.16606 -3.23422 -0.04 0.04 0.07 -1.22
H 2.41381 -3.63901 -0.11351 0.00 -0.01 0.01 0.41
H 1.53488 -2.35261 0.73378 -0.03 -0.04 -0.02 -0.03
H 2.26437 -2.03815 -0.86080 -0.01 0.02 -0.02 0.26
H -0.28614 -4.06867 0.82508 0.00 0.01 0.02 0.25
H 0.44459 -5.23695 -0.29234 0.01 -0.01 -0.02 0.34
H -1.11791 -4.49549 -0.66949 -0.04 0.02 -0.03 0.39
H -0.29358 -0.58233 -2.42125 -0.03 -0.07 -0.01 -0.01
H -1.68070 -1.55487 -4.09393 0.01 0.01 -0.02 0.33
H -2.37204 -1.27622 -2.47569 -0.01 0.03 0.05 0.12
H -2.91168 -2.64424 -3.44449 0.00 -0.03 0.00 0.42
H 0.08625 -4.62737 -2.87546 0.03 0.00 0.03 0.38
H -0.73322 -4.00627 -4.31091 0.00 0.01 -0.01 0.40
H -1.66213 -4.84641 -3.05911 -0.01 -0.01 0.00 0.36
```
Positions in Å, forces in eV/Å.

- total charge = +1
- ΔE to the lowest compared entry with this formula, charge and spin (kcal per mole) = 0.0
- HOMO-LUMO gap (eV) = 7.159
- E (Ha) = -3185.69297